No. 1
Formula: C7H8N4
Source: the OMol25 dataset
Level of theory: ωB97M-V/def2-TZVPD

Element x y z (Å)
C (3.1436, 0.1420, -0.0109)
C (1.6652, -0.1759, 0.2882)
N (1.5066, -1.4549, -0.1976)
N (0.3286, -1.9158, -0.2758)
C (-0.7614, -1.0323, -0.1763)
N (-1.9647, -1.6135, -0.1071)
C (-3.0241, -0.8407, 0.1111)
C (-2.9019, 0.6076, -0.0235)
C (-1.6712, 1.1499, -0.2227)
C (-0.5168, 0.3224, -0.2154)
N (0.7202, 0.7831, -0.2626)
H (3.3603, 1.1725, 0.3164)
H (3.7143, -0.6679, 0.4618)
H (3.3630, 0.1641, -1.0372)
H (1.4404, -0.3617, 1.4099)
H (-4.0619, -1.3355, 0.2547)
H (-3.8275, 1.0884, 0.2234)
H (-1.5223, 2.2471, -0.1046)
H (1.0099, 1.7212, -0.4317)

The HOMO-LUMO gap is 8.3 eV. As for the SMILES: C[C@@H]1N=Nc2ncccc2N1.

Here are the natural (NBO) charges for atoms 1 to 2, given in e: C -0.60; C 0.06

=====

No. 2
Formula: C7H8N4O
Source: the OMol25 dataset
Level of theory: ωB97M-V/def2-TZVPD

Element x y z (Å)
C (2.4224, -0.0005, -0.2707)
C (-1.1016, 0.3842, 1.7158)
C (1.5955, 1.2804, -0.5001)
C (0.9031, -1.1607, 1.0594)
C (-3.0806, 0.2170, -2.1490)
C (0.0662, 0.0492, 1.0353)
C (0.3409, 1.1111, 0.2535)
N (2.2520, -0.9845, 0.4954)
N (-1.4380, 1.6017, 1.3958)
N (-2.2127, -0.6155, -1.8542)
N (-1.4147, -1.3754, -1.6217)
O (-0.5573, 2.0279, 0.4191)
H (3.3239, 0.1118, -0.8344)
H (-1.5904, -0.2055, 2.5117)
H (2.2414, 2.1198, -0.3604)
H (1.3161, 1.4259, -1.6233)
H (1.1604, -1.4614, 2.1326)
H (0.3689, -1.9284, 0.6509)
H (-2.6064, 1.1119, -2.3650)
H (-4.1507, -0.1247, -2.2827)

The HOMO-LUMO gap is 9.5 eV.

Here are the natural (NBO) charges for atoms 1 to 2, given in e: C 0.14; C -0.02

=====

No. 3
Formula: C7H8N4O3
Source: the OMol25 dataset
Level of theory: ωB97M-V/def2-TZVPD

Element x y z (Å)
C (0.6055, 2.2167, 2.2634)
N (0.6513, 1.2408, 1.1629)
C (-0.4532, 0.4934, 0.8578)
O (-1.5710, 0.6893, 1.2781)
C (-0.1535, -0.5001, -0.1523)
C (1.0193, -0.5620, -0.8664)
N (0.8690, -1.2140, -1.9910)
C (-0.4769, -1.6077, -2.1262)
O (-0.9740, -2.2110, -3.0579)
N (-1.0333, -1.2251, -0.9307)
C (-2.4208, -1.3504, -0.7205)
N (2.2690, 0.0098, -0.4653)
O (2.4341, -0.4376, 0.9252)
C (1.9487, 0.8930, 0.7433)
H (1.3412, 1.8811, 3.0629)
H (0.8023, 3.2603, 1.7584)
H (-0.5339, 2.0169, 2.5778)
H (1.4961, -1.1941, -2.7986)
H (-2.8019, -1.5720, -1.7202)
H (-2.7500, -0.3485, -0.6145)
H (-2.9342, -2.1096, -0.0959)
H (2.6664, 1.6307, 0.9094)

The HOMO-LUMO gap is 8.8 eV. As for the SMILES: CN1C(=O)c2c([nH]c(=O)n2C)N2O[C@H]12.

Here are the natural (NBO) charges for atoms 1 to 2, given in e: C -0.45; N -0.46

=====

No. 4
Formula: C7H8O
Source: the OMol25 dataset
Level of theory: ωB97M-V/def2-TZVPD

Element x y z (Å)
C (1.8212, -0.1106, 0.0424)
C (0.7025, 0.0716, -1.0871)
C (0.0260, 1.0539, -0.0365)
O (-1.3561, 1.0394, 0.0793)
C (-1.5214, -0.3602, -0.0664)
C (-0.2720, -0.8796, -0.7246)
C (-0.3612, -0.9158, 0.7312)
C (0.7021, 0.1427, 1.1434)
H (2.6614, 0.7739, -0.1115)
H (2.5553, -0.9548, -0.0282)
H (1.1176, 0.3220, -2.1447)
H (0.3781, 2.2042, -0.2820)
H (-2.5973, -0.9598, -0.3121)
H (-0.4619, -1.9881, -1.1746)
H (-0.2195, -1.8263, 1.2822)
H (0.8321, 0.1018, 2.1215)

The HOMO-LUMO gap is 10.6 eV. As for the SMILES: C1[C@@H]2[C@H]3O[C@H]4[C@@H]2[C@H]4[C@@H]13.

Here are the natural (NBO) charges for atoms 1 to 2, given in e: C -0.40; C -0.27

=====

No. 5
Formula: C7H8O
Source: the OMol25 dataset
Level of theory: ωB97M-V/def2-TZVPD

Element x y z (Å)
C (-0.1729, -1.5410, 1.1697)
C (-0.0850, 0.8929, 1.9633)
C (-0.0388, -0.0852, 0.8198)
C (-0.0134, -0.4680, -2.1677)
C (0.4462, 1.4830, -2.5335)
C (0.0529, 0.3155, -0.4375)
C (0.2491, 1.3392, -1.2978)
O (-1.0596, -0.8729, -2.5755)
H (0.9993, -0.8572, -2.2087)
H (0.5474, 2.1431, -3.3670)
H (0.6030, -1.8347, 1.8844)
H (-1.1350, -1.7232, 1.6587)
H (-0.1039, -2.1840, 0.2929)
H (0.7168, 0.6763, 2.6787)
H (-1.0328, 0.7966, 2.5008)
H (0.0268, 1.9194, 1.6193)

The HOMO-LUMO gap is 9.1 eV.

Here are the natural (NBO) charges for atoms 1 to 2, given in e: C -0.63; C -0.63

=====

No. 6
Formula: C7H8O
Source: the OMol25 dataset
Level of theory: ωB97M-V/def2-TZVPD

Element x y z (Å)
C (1.2104, 2.3360, 0.1437)
O (-0.1857, 1.8572, 0.0597)
C (-0.2691, 0.5234, 0.0154)
C (-0.3205, -0.0591, -1.1919)
C (-0.5504, -1.4654, -1.2221)
C (-0.6770, -2.2121, -0.0556)
C (-0.6257, -1.5772, 1.0925)
C (-0.5258, -0.1738, 1.2384)
H (1.6575, 1.6660, -0.7735)
H (1.2083, 3.6676, 0.2569)
H (1.5237, 1.9857, 1.0041)
H (-0.2515, 0.4348, -2.0017)
H (-0.3597, -1.8872, -2.2902)
H (-0.9473, -3.2128, -0.2248)
H (-0.6552, -2.2233, 1.8044)
H (-0.2321, 0.3403, 2.1448)

The HOMO-LUMO gap is 9.9 eV. As for the SMILES: COc1ccccc1.

Here are the natural (NBO) charges for atoms 1 to 2, given in e: C -0.23; O -0.55

=====

No. 7
Formula: C7H8O
Source: the OMol25 dataset
Level of theory: ωB97M-V/def2-TZVPD

Element x y z (Å)
C (-1.5748, -0.7690, 0.3550)
C (-0.7028, -0.6019, -0.8041)
C (-0.0591, 1.1016, 0.2541)
C (1.3099, 1.2405, -0.2046)
C (1.7982, 0.0720, -0.4822)
C (0.6475, -0.7648, -0.0742)
C (-0.1285, -0.0585, 1.1309)
H (-1.9401, -1.8294, 0.6056)
H (-2.4901, 0.0938, 0.3352)
H (-0.7590, -1.0118, -1.7626)
H (-0.6905, 1.8841, 0.6129)
H (2.0846, 2.0276, -0.2596)
H (2.5977, -0.3822, -0.8987)
H (0.6340, -1.8668, 0.1282)
H (0.1875, 0.1369, 2.0689)
O (-0.9144, 0.7280, -1.0046)

The HOMO-LUMO gap is 10.5 eV.

Here are the natural (NBO) charges for atoms 1 to 2, given in e: C -0.39; C 0.01

=====

No. 8
Formula: C7H8O
Source: the OMol25 dataset
Level of theory: ωB97M-V/def2-TZVPD

Element x y z (Å)
C (-2.2864, 1.4672, 0.3223)
C (-3.2944, 0.7938, 0.9427)
C (-1.2078, 0.5447, 0.2642)
C (-1.6604, -0.6388, 0.8187)
C (0.1704, 0.6086, -0.3248)
C (1.0064, -0.3504, 0.4088)
C (1.6709, -1.4874, -0.2455)
O (-2.9078, -0.4636, 1.2613)
H (-2.3089, 2.4827, -0.0235)
H (-4.3114, 1.0588, 1.1511)
H (0.1495, 0.3753, -1.3914)
H (0.5213, 1.6384, -0.1942)
H (1.1149, -0.2242, 1.4739)
H (0.9694, -2.3210, -0.3566)
H (2.5259, -1.8360, 0.3321)
H (1.9926, -1.2236, -1.2543)

The HOMO-LUMO gap (spin up / spin down) is 9.1 / 6.4 eV.

Here are the natural (NBO) charges for atoms 1 to 2, given in e: C -0.32; C 0.09

=====

No. 9
Formula: C7H8O
Source: the OMol25 dataset
Level of theory: ωB97M-V/def2-TZVPD

Element x y z (Å)
C (-0.1262, -1.6814, -0.5343)
C (0.4820, -0.7256, -1.2861)
C (0.1851, 0.6609, -1.0210)
C (0.9746, 1.8928, -0.8652)
C (0.7044, 0.9934, 0.3819)
C (-0.3416, 0.7300, 1.3919)
C (-1.0029, -0.4124, 1.4034)
O (-0.9161, -1.4428, 0.5378)
H (-0.0961, -2.7171, -0.7394)
H (1.2937, -1.1824, -1.9452)
H (-0.8562, 0.8366, -1.1215)
H (0.4157, 2.8197, -1.1014)
H (2.0073, 1.8042, -1.2226)
H (1.6740, 0.5448, 0.6144)
H (-0.6201, 1.2952, 2.2547)
H (-1.7429, -0.6043, 2.1347)

The HOMO-LUMO gap is 9.0 eV. As for the SMILES: C1=C[C@@H]2C[C@H]2C=CO1.

Here are the natural (NBO) charges for atoms 1 to 2, given in e: C 0.13; C -0.27

=====

No. 10
Formula: C7H8O
Source: the OMol25 dataset
Level of theory: ωB97M-V/def2-TZVPD

Element x y z (Å)
C (1.1279, -2.3270, -0.7340)
C (0.3323, -0.1197, -0.4206)
C (0.7714, 1.2023, -0.5630)
C (0.0841, 2.2030, 0.1491)
C (-1.0808, 1.8268, 0.8635)
C (-1.4875, 0.5351, 0.9772)
C (-0.7234, -0.4719, 0.2924)
H (1.8241, -2.6845, -1.3612)
H (1.4191, -2.3762, 0.4166)
H (0.2072, -2.6469, -0.8329)
H (1.5509, 1.5249, -1.1566)
H (0.3438, 3.3872, 0.1912)
H (-1.8387, 2.5492, 1.3993)
H (-2.5879, -0.0306, 1.5368)
H (-0.9925, -1.5183, 0.4259)
O (1.0500, -1.0534, -1.1837)

The HOMO-LUMO gap is 9.9 eV.

Here are the natural (NBO) charges for atoms 1 to 2, given in e: C -0.21; C 0.28

=====

No. 11
Formula: C7H8O2
Source: the OMol25 dataset
Level of theory: ωB97M-V/def2-TZVPD

Element x y z (Å)
C (-3.0658, -0.5507, 0.5837)
C (-1.9340, -0.1829, 0.3614)
C (-0.6902, -0.1646, -0.9191)
C (0.1431, -1.3975, -0.6351)
O (-0.0765, 1.0205, -0.9022)
C (0.6968, 1.4462, 0.4518)
O (0.0650, 0.9870, 1.5281)
C (2.0727, 0.9764, 0.3229)
C (3.2092, 0.6094, 0.2092)
H (-4.0352, -0.8627, 0.8770)
H (-1.3275, -0.2345, -1.8026)
H (0.5869, -1.3453, 0.3573)
H (0.9578, -1.4365, -1.3605)
H (-0.4754, -2.2894, -0.7050)
H (0.6315, 2.5317, 0.2904)
H (-0.9778, 0.5742, 1.2539)
H (4.2196, 0.3186, 0.0889)

The HOMO-LUMO gap is 10.4 eV. As for the SMILES: C#C[C@H](C)O[C@@H](O)C#C.

Here are the natural (NBO) charges for atoms 1 to 2, given in e: C -0.13; C -0.30

=====

No. 12
Formula: C7H8O2
Source: the OMol25 dataset
Level of theory: ωB97M-V/def2-TZVPD

Element x y z (Å)
C (0.4801, -3.0697, -0.1969)
C (0.5573, -1.7398, -0.1373)
C (-0.5799, -0.8198, -0.1740)
C (-1.7095, -1.3334, -0.5587)
O (-2.7326, -1.7881, -0.9500)
C (-0.4563, 0.5257, 0.6161)
C (0.3198, 1.5176, -0.1749)
C (0.6441, 2.9078, 0.2507)
O (-0.3797, 2.7026, -0.6841)
H (1.3977, -3.5886, -0.2110)
H (-0.5140, -3.4466, -0.2215)
H (1.5348, -1.2435, -0.2109)
H (0.0199, 0.4014, 1.6042)
H (-1.4850, 1.0407, 0.6595)
H (1.1055, 1.1721, -0.8087)
H (0.2593, 3.3952, 1.1872)
H (1.5385, 3.3665, 0.0102)

The HOMO-LUMO gap is 9.5 eV. As for the SMILES: C=CC(=C=O)C[C@@H]1CO1.

Here are the natural (NBO) charges for atoms 1 to 2, given in e: C -0.41; C -0.17